A 2-piece molecular cluster, C6H14N2O2 overall, computed with the ωB97M-V functional and the def2-TZVPD basis.

```
24
Properties=species:S:1:pos:R:3:forces:R:3
O -0.409 -2.913 -1.780 -0.276 -3.603 -0.337
O -1.192 1.809 0.846 -1.557 0.907 -1.013
N -0.967 -0.813 -1.527 -0.456 -2.736 -0.539
N 0.968 1.340 1.327 2.163 -2.408 1.439
C -0.723 0.793 3.015 0.767 1.568 -0.872
C -2.401 -1.270 -1.167 2.236 2.882 -0.612
C -0.401 1.352 1.605 2.509 -0.696 1.295
C 0.024 -1.817 -1.723 -1.289 2.657 1.101
C 1.806 2.035 0.346 -2.286 -1.660 -1.671
C 1.484 -1.496 -1.964 0.123 -0.156 -0.502
H -0.741 0.084 -1.231 0.551 1.794 0.548
H 2.148 -1.085 -1.221 -0.342 -0.153 0.917
H -2.411 -1.547 -0.153 -0.072 -0.811 1.251
H 0.097 0.990 3.732 -0.581 -0.418 -0.470
H 2.653 2.473 0.747 1.262 1.418 1.421
H 2.241 1.197 -0.199 -0.068 0.336 -0.989
H -1.036 -0.200 2.930 0.162 -1.968 -0.025
H -1.634 1.251 3.323 -0.542 0.848 0.380
H 1.546 0.451 1.632 -2.121 2.556 -0.063
H 1.437 -0.734 -2.671 0.032 1.771 -1.431
H 1.249 2.731 -0.316 0.295 -0.572 0.478
H 2.035 -2.264 -2.517 -0.553 -0.415 0.565
H -2.775 -2.022 -1.809 -0.073 -0.676 -0.656
H -2.998 -0.344 -1.227 0.114 -0.463 -0.215
```
Positions in Å, forces in eV/Å.

The molar mass comes out at 146.19 u. As for the SMILES: CNC(C)=O.CNC(C)=O. Its total charge is 0. The relative energy (zero: lowest compared OMol25 entry of this formula, charge and spin) is 218.36 kJ/mol.

Löwdin population analysis, charges in e, atoms 1 to 5: O 0.069; O 0.071; N 0.028; N -0.035; C 0.004

A 2-piece molecular cluster, C6H14N2O2 overall, computed with the ωB97M-V functional and the def2-TZVPD basis.

```
24
Properties=species:S:1:pos:R:3:forces:R:3
O 4.184 -0.366 0.235 -0.207 -0.361 -0.558
O -1.238 0.156 -0.726 1.592 0.950 -1.539
N -3.240 -0.121 0.238 -1.430 -0.076 0.208
N 2.248 0.653 -0.181 -3.542 2.009 0.442
C -1.901 -0.252 0.182 -0.886 -0.930 1.231
C -3.917 0.633 -0.815 1.633 -0.191 -0.564
C 3.054 -0.382 -0.253 1.817 -0.300 0.411
C 2.447 -1.538 -0.946 0.096 0.382 -0.908
C -1.320 -0.982 1.332 -0.129 -0.704 1.798
C 2.673 1.942 0.341 -1.731 0.182 1.442
H -2.150 -1.362 2.010 1.235 0.450 -0.581
H 1.474 -1.307 -1.329 -0.732 0.130 0.001
H -0.749 -1.848 0.978 -0.056 0.229 0.043
H -3.043 0.951 -1.465 -1.417 -0.261 0.438
H -4.403 1.500 -0.424 -0.320 0.612 0.333
H 1.201 0.472 -0.248 1.990 0.488 -0.328
H 2.391 -2.256 -0.190 -0.105 -1.805 0.752
H -3.755 -0.605 0.987 0.486 0.673 -0.831
H 3.014 -1.847 -1.813 0.520 -0.279 0.157
H 3.692 1.872 0.616 1.115 0.056 -0.205
H -4.639 0.047 -1.376 0.087 -0.213 -0.059
H 2.158 2.235 1.317 0.301 -0.563 -1.206
H -0.629 -0.318 1.906 -0.590 -0.532 -0.415
H 2.448 2.725 -0.378 0.273 0.056 -0.066
```
Positions in Å, forces in eV/Å.

The molar mass comes out at 146.19 u. As for the SMILES: CNC(C)=O.CNC(C)=O. Its total charge is 0. The relative energy (zero: lowest compared OMol25 entry of this formula, charge and spin) is 95.68 kJ/mol.

Löwdin population analysis, charges in e, atoms 1 to 5: O 0.025; O 0.044; N -0.001; N 0.000; C -0.617

A 2-piece molecular cluster, C6H14N2O2 overall, computed with the ωB97M-V functional and the def2-TZVPD basis.

```
24
Properties=species:S:1:pos:R:3:forces:R:3
O 0.955 0.164 -0.606 0.525 1.277 -0.391
O -1.258 -3.281 1.718 -0.389 0.519 -0.575
N 0.706 2.387 -1.169 -1.136 0.841 -0.331
N -0.034 -1.456 1.230 -0.713 1.165 -1.713
C 0.308 1.207 -0.650 -1.685 0.031 -0.569
C -0.951 -2.374 0.944 0.067 -1.229 -0.375
C 1.954 2.569 -1.795 1.956 0.458 -2.412
C -1.449 -2.286 -0.516 -0.109 -1.690 -1.115
C -1.149 1.244 -0.169 2.061 1.029 1.651
C 0.602 -1.340 2.488 0.023 1.991 -0.055
H 2.386 3.593 -1.541 -0.594 -1.319 -0.601
H -1.495 -3.341 -0.953 -0.277 1.239 0.918
H -1.711 0.604 -0.774 -0.903 -1.283 -0.558
H 0.009 -1.819 3.229 -0.202 -0.627 0.681
H 0.144 -0.759 0.466 0.424 -1.155 1.192
H -0.008 3.103 -1.388 0.657 -1.020 0.597
H 0.649 -0.250 2.733 0.142 -0.729 0.061
H -0.787 -1.795 -1.245 0.179 0.247 0.722
H -1.551 2.255 -0.278 -0.041 -0.189 0.440
H 1.933 2.385 -3.003 -0.008 0.628 2.887
H 2.619 1.812 -1.381 0.150 0.097 -0.186
H -1.044 0.906 0.903 -0.918 0.399 -1.102
H -2.430 -1.819 -0.653 0.031 -0.241 0.410
H 1.601 -1.708 2.410 0.762 -0.439 0.427
```
Positions in Å, forces in eV/Å.

The molar mass comes out at 146.19 u. As for the SMILES: CNC(C)=O.CNC(C)=O. Its total charge is 0. The relative energy (zero: lowest compared OMol25 entry of this formula, charge and spin) is 125.25 kJ/mol.

Löwdin population analysis, charges in e, atoms 1 to 5: O 0.030; O 0.012; N -0.026; N -0.028; C -0.504

A 2-piece molecular cluster, C6H14N2O2 overall, computed with the ωB97M-V functional and the def2-TZVPD basis.

```
24
Properties=species:S:1:pos:R:3:forces:R:3
O -3.120 -1.602 1.469 0.953 1.415 -0.151
O 0.338 1.005 -0.704 0.302 1.691 0.484
N 2.490 0.498 -0.461 0.617 3.105 2.940
N -1.527 -1.170 -0.077 0.241 -0.859 -0.121
C -1.329 -2.621 -0.463 -0.450 2.097 -0.679
C -2.386 0.676 1.179 -2.677 -0.144 0.731
C 2.117 -0.771 -0.888 3.057 -4.487 0.057
C -2.375 -0.770 0.915 -0.964 -3.177 -0.792
C 1.435 1.421 -0.346 0.598 -1.192 -1.453
C 1.759 2.877 0.003 0.959 -1.794 4.978
H 1.687 -1.455 -0.162 -0.009 0.169 0.791
H 2.798 3.203 0.419 -1.552 -1.503 -0.485
H -1.976 0.810 2.153 0.190 0.505 0.766
H 1.675 3.514 -0.757 -0.966 2.140 -3.469
H -0.407 -3.000 -0.008 -0.036 0.033 -0.429
H 3.051 -1.327 -1.281 -0.947 0.832 0.957
H 1.506 -0.986 -1.699 -1.506 1.319 -1.728
H -2.165 -3.094 0.041 -0.135 -0.446 -0.401
H 3.115 0.543 0.424 -1.064 -0.239 -2.420
H -1.352 -2.697 -1.623 0.062 -0.111 2.154
H 1.010 3.144 0.793 0.586 0.064 -0.720
H -3.456 1.022 1.132 0.943 -0.376 0.481
H -0.989 -0.439 -0.509 0.360 -0.166 -0.145
H -1.897 1.219 0.451 1.435 1.123 -1.346
```
Positions in Å, forces in eV/Å.

The molar mass comes out at 146.19 u. As for the SMILES: CNC(C)=O.CNC(C)=O. Its total charge is 0. The relative energy (zero: lowest compared OMol25 entry of this formula, charge and spin) is 193.89 kJ/mol.

Löwdin population analysis, charges in e, atoms 1 to 5: O -0.005; O 0.021; N -0.017; N 0.010; C -0.044

| no. | calculated total energy (eV) |
| --- | --- |
| 1 | -13523.361 |
| 2 | -13524.633 |
| 3 | -13524.326 |
| 4 | -13523.615 |